Density functional theory data (ωB97M-V with the def2-TZVPD basis set) for an isolated molecule of C4H9NO.

Cartesian coordinates (Å):
C (-1.454, 0.462, 1.710)
C (-0.991, 0.520, 0.253)
C (0.484, 0.348, 0.004)
C (1.013, -0.527, -0.865)
N (2.287, -0.423, -1.416)
O (0.370, -1.639, -1.335)
H (-2.492, 0.803, 1.794)
H (-0.838, 1.110, 2.345)
H (-1.396, -0.554, 2.115)
H (-1.561, -0.205, -0.345)
H (-1.273, 1.503, -0.153)
H (1.152, 1.104, 0.410)
H (2.454, -1.105, -2.145)
H (2.504, 0.518, -1.717)
H (-0.258, -1.913, -0.655)

Computed properties:
Relative energy (zero: lowest compared OMol25 entry of this formula, charge and spin)   28.82 kcal per mole
2S+1   1
Net charge   0
E_HOMO   -7.85 eV
E_LUMO   0.9 eV
SMILES   CC/C=C(/N)O
F_max   0.33 eV Å⁻¹

Atom charges from the Mulliken analysis, given in e for atoms 1 to 8: -1.050 -0.366 -0.461 0.412 -0.559 -0.547 0.331 0.291